{"formula": "C36H78IN7O7", "method": "wB97M-V/def2-TZVPD", "symbols": ["C", "C", "C", "C", "N", "C", "C", "C", "O", "C", "C", "N", "C", "C", "C", "I", "C", "C", "O", "C", "C", "H", "H", "H", "H", "H", "H", "H", "H", "H", "H", "H", "H", "H", "H", "H", "H", "H", "H", "H", "H", "H", "H", "H", "C", "C", "C", "O", "C", "N", "H", "H", "H", "H", "H", "H", "H", "H", "H", "H", "H", "C", "C", "C", "O", "C", "N", "H", "H", "H", "H", "H", "H", "H", "H", "H", "H", "H", "C", "C", "C", "O", "C", "N", "H", "H", "H", "H", "H", "H", "H", "H", "H", "H", "H", "C", "C", "C", "O", "C", "N", "H", "H", "H", "H", "H", "H", "H", "H", "H", "H", "H", "C", "C", "C", "O", "C", "N", "H", "H", "H", "H", "H", "H", "H", "H", "H", "H", "H"], "positions_angstrom": [[-0.14829, 4.93653, 3.48001], [0.17803, 4.83447, 2.32923], [0.42902, 4.39164, 0.94194], [1.81826, 4.83273, 0.63986], [2.88935, 5.20225, 0.46414], [-0.49525, 5.24290, 0.03380], [-0.33400, 5.04635, -1.49334], [-1.67668, 4.63189, -2.15877], [-1.51499, 3.49670, -3.02672], [0.36896, 2.82345, 0.76429], [1.36887, 2.42124, -0.25660], [2.14323, 2.10370, -1.04148], [0.86965, 2.13352, 2.06382], [1.30883, 0.66483, 1.83905], [2.84622, 0.49947, 1.76517], [3.58043, -0.73009, 3.36894], [-0.99445, 2.27593, 0.30157], [-2.22248, 2.70058, 1.13088], [-2.80816, 1.63477, 1.84502], [-2.42449, 1.54023, 3.20669], [-3.62559, 1.31409, 4.12096], [-0.49939, 5.34164, 4.39835], [-0.23993, 6.27698, 0.26600], [-1.55114, 5.14835, 0.27745], [-0.09623, 6.01734, -1.92698], [0.47656, 4.38083, -1.78471], [-2.10238, 5.44988, -2.73683], [-2.40790, 4.32833, -1.40523], [-2.05036, 2.78562, -2.67153], [0.13796, 2.20373, 2.85837], [1.76408, 2.67385, 2.37838], [0.98562, 0.11991, 2.72410], [0.81792, 0.19828, 0.98671], [3.36058, 1.45441, 1.78500], [3.12134, 0.00989, 0.83677], [-1.10579, 2.46784, -0.76348], [-0.93922, 1.18881, 0.38924], [-2.03118, 3.56439, 1.76929], [-2.98715, 3.03496, 0.42312], [-1.74202, 0.68730, 3.30630], [-1.88371, 2.41852, 3.56755], [-3.86767, 0.26211, 4.24247], [-3.34240, 1.68053, 5.11185], [-4.48315, 1.90870, 3.81516], [-2.01230, 8.00411, -4.85838], [-2.73443, 8.52774, -3.62059], [-3.23054, 9.97453, -3.75959], [-2.22158, 10.95693, -3.63295], [-1.47593, 11.21226, -4.80999], [-1.86118, 8.35641, -2.45398], [-1.00372, 8.40693, -4.94711], [-1.92017, 6.91846, -4.81076], [-2.56129, 8.25231, -5.76874], [-3.61954, 7.90107, -3.47217], [-3.92985, 10.17112, -2.94222], [-3.78810, 10.11489, -4.69455], [-2.09450, 11.12223, -5.70725], [-0.61513, 10.54399, -4.88482], [-1.10092, 12.23342, -4.74714], [-2.37717, 8.60988, -1.61546], [-1.13241, 9.06333, -2.51381], [-0.20922, -0.01741, -3.65708], [0.19764, -0.92355, -2.50381], [1.18320, -2.03159, -2.89985], [0.59273, -3.12237, -3.58884], [0.41428, -2.92016, -4.97843], [-1.00580, -1.46983, -1.86671], [-0.92843, -0.49046, -4.32680], [-0.68040, 0.88809, -3.27354], [0.65426, 0.29137, -4.24868], [0.70559, -0.28971, -1.76967], [1.59868, -2.45594, -1.98217], [2.03000, -1.63069, -3.47055], [1.22103, -2.31867, -5.40663], [-0.54971, -2.45087, -5.18858], [0.41735, -3.89967, -5.45830], [-0.73375, -1.98569, -1.03308], [-1.37779, -2.18818, -2.48284], [4.88856, -5.23594, 7.52503], [4.19541, -4.06530, 6.83527], [2.66159, -4.13026, 6.89781], [2.07263, -5.05392, 6.00276], [2.04226, -6.39493, 6.45408], [4.68648, -3.96667, 5.45799], [4.84285, -6.14852, 6.93115], [5.94280, -5.00797, 7.68161], [4.44153, -5.43953, 8.50049], [4.49474, -3.15448, 7.36275], [2.27114, -3.15237, 6.60240], [2.31302, -4.31516, 7.92262], [1.89446, -6.45393, 7.53625], [2.95547, -6.92616, 6.17574], [1.20537, -6.88971, 5.96134], [4.30408, -3.12700, 5.03193], [4.26275, -4.72408, 4.92814], [4.23169, -7.52383, -1.84537], [3.63250, -6.54379, -2.84929], [4.37759, -5.20195, -2.92307], [4.10752, -4.32265, -1.84818], [4.85796, -4.56211, -0.67134], [2.21047, -6.36200, -2.54872], [3.98605, -7.26008, -0.81707], [3.84100, -8.52612, -2.02126], [5.31925, -7.56757, -1.93712], [3.71058, -7.00578, -3.83837], [4.03589, -4.67633, -3.81912], [5.45991, -5.35010, -3.03553], [5.86784, -4.91412, -0.89996], [4.35296, -5.27990, -0.02080], [4.93233, -3.61895, -0.12980], [1.79016, -5.78870, -3.27599], [2.14914, -5.77979, -1.71745], [-3.46940, -4.35233, -1.36335], [-3.51604, -5.07443, -0.02210], [-4.93964, -5.31601, 0.50172], [-5.56747, -4.17329, 1.05142], [-6.17162, -3.30599, 0.10947], [-2.69247, -4.33416, 0.93980], [-3.67801, -3.28660, -1.26471], [-2.47463, -4.44516, -1.80163], [-4.18586, -4.77744, -2.06965], [-3.06002, -6.05838, -0.16642], [-4.87940, -6.03573, 1.32261], [-5.57558, -5.76821, -0.27067], [-6.59649, -3.85839, -0.73353], [-5.45961, -2.56236, -0.25598], [-6.97628, -2.77556, 0.61862], [-2.63186, -4.86441, 1.80458], [-3.20548, -3.49554, 1.20011]], "forces_ev_per_angstrom": [[-0.1, 1.0, -0.2], [-0.4, -1.2, 0.1], [0.4, 0.7, -0.2], [-0.1, 0.0, 0.2], [0.0, 0.0, -0.1], [0.3, 0.3, -0.8], [-0.9, 0.5, -0.2], [0.4, -0.9, 0.0], [0.1, 0.3, -0.1], [0.3, -0.4, 0.3], [-0.4, 0.4, -0.1], [0.0, -0.2, -0.1], [0.6, -0.4, -0.6], [0.2, 0.2, 1.0], [-0.6, -0.2, -0.6], [0.1, 0.3, -0.2], [0.2, -0.2, 0.5], [-0.3, 0.1, -0.8], [0.1, 0.4, 0.3], [-0.1, -0.7, 0.3], [0.5, 0.3, 0.4], [0.1, -0.3, 0.3], [0.0, 0.0, 0.1], [0.1, -0.3, 0.4], [0.2, 0.0, 0.1], [-0.1, -0.3, 0.1], [0.1, 0.1, 0.0], [0.0, 0.4, 0.2], [0.0, -0.1, -0.2], [-0.2, 0.1, -0.1], [-0.1, 0.1, 0.3], [-0.2, -0.1, -0.1], [0.1, 0.0, -0.1], [0.1, 0.0, 0.3], [0.2, -0.2, 0.1], [-0.1, 0.2, 0.0], [0.0, 0.0, -0.1], [0.1, -0.1, 0.2], [-0.1, -0.1, 0.0], [0.1, 0.1, 0.1], [-0.1, 0.2, -0.4], [-0.3, 0.0, -0.3], [-0.1, -0.1, 0.1], [-0.1, -0.2, -0.2], [-0.1, -0.1, -0.1], [0.3, 0.1, -0.2], [-0.2, 0.0, 0.2], [0.0, 0.0, -0.1], [0.1, 0.1, 0.2], [-0.1, 0.1, 0.1], [0.0, 0.1, 0.0], [0.0, 0.0, 0.0], [0.0, 0.0, 0.0], [0.0, 0.1, 0.0], [0.0, 0.0, 0.0], [0.1, -0.1, -0.1], [0.0, -0.1, 0.0], [0.0, 0.0, -0.1], [0.0, 0.0, 0.0], [0.0, -0.1, 0.0], [0.1, -0.1, 0.0], [-0.1, 0.2, -0.1], [-0.1, -0.1, -0.2], [0.1, 0.0, 0.3], [0.1, 0.1, -0.1], [-0.1, -0.2, 0.1], [0.1, -0.1, 0.1], [0.0, -0.1, 0.0], [0.0, 0.0, 0.0], [0.0, 0.0, 0.0], [0.1, -0.1, 0.0], [0.0, -0.1, 0.0], [-0.1, 0.1, -0.1], [0.0, 0.1, 0.0], [0.1, 0.1, -0.1], [0.0, 0.0, 0.0], [-0.1, 0.0, 0.1], [-0.1, 0.1, 0.0], [0.1, 0.0, 0.1], [0.0, -0.3, -0.1], [0.0, 0.3, 0.0], [0.0, -0.1, 0.2], [0.0, 0.0, -0.2], [-0.2, 0.1, 0.0], [-0.1, 0.0, 0.0], [0.0, 0.0, -0.1], [0.0, 0.0, 0.0], [-0.1, 0.0, 0.0], [0.0, 0.0, -0.1], [0.1, -0.1, 0.0], [0.1, 0.0, 0.0], [0.0, -0.1, 0.1], [0.0, 0.0, 0.0], [0.1, 0.0, 0.0], [0.1, 0.0, 0.0], [0.1, -0.1, -0.1], [0.0, 0.0, 0.3], [-0.1, 0.0, -0.3], [0.2, 0.0, 0.0], [-0.2, 0.2, 0.1], [0.1, 0.1, -0.2], [0.0, 0.1, 0.0], [-0.1, 0.0, 0.0], [0.0, 0.0, 0.0], [0.0, 0.1, 0.0], [0.0, 0.0, 0.0], [0.0, -0.1, 0.1], [0.0, -0.1, 0.0], [0.1, -0.1, 0.0], [0.0, 0.0, 0.0], [-0.1, 0.0, 0.0], [-0.1, -0.1, 0.0], [0.1, 0.0, -0.2], [-0.1, 0.3, 0.0], [0.1, -0.2, 0.1], [-0.1, 0.0, -0.1], [0.0, 0.1, 0.2], [-0.1, -0.1, 0.1], [0.0, 0.0, 0.1], [0.0, 0.0, 0.0], [0.0, 0.0, 0.0], [0.0, 0.0, 0.1], [0.0, 0.1, 0.0], [0.0, 0.1, -0.1], [0.0, 0.0, 0.0], [0.0, 0.0, -0.1], [0.0, 0.0, 0.0], [0.1, 0.0, 0.0], [0.1, 0.1, -0.1]], "charge": 0, "orbital_gap_ev": 9.39, "lumo_energy_ev": 0.435, "energy_ev": -71454.181, "e_homo_ev": -9.0, "spin_multiplicity": 1, "smiles": "C#C[C@](C#N)(CCCO)[C@@](C#N)(CCCI)CCOCC.COC[C@@H](C)N.COC[C@@H](C)N.COC[C@@H](C)N.COC[C@@H](C)N.COC[C@@H](C)N"}